A structure of composition C36H33CrN2O5PS4. Source: OMol25; level of theory: wB97M-V/def2-TZVPD.

As for the charge: +1. As for the max |F|: 0.0244 Eh/bohr. The frontier orbital gap (spin up / spin down) comes out at 6.80 / 8.18 eV. The spin multiplicity is 4. The expectation value of S² is 3.81. Its calculated total energy is -4855.81253 a.u. The relative energy (zero: lowest compared OMol25 entry of this formula, charge and spin) is 21.9 kcal/mol. For the molar mass, the calculation gives 784.9 g/mol.

Each line ends with the Löwdin spin population.
Positions of all 82 atoms, in Å:
Cr  -0.741  0.230  -0.573  2.941
O  -2.964  -0.105  0.863  0.021
S  -3.362  -0.993  -0.229  0.006
O  -4.701  -0.872  -0.712  0.001
O  -2.322  -0.800  -1.323  0.018
C  -3.099  -2.609  0.404  0.000
C  -4.135  -3.525  0.392  0.001
C  -3.964  -4.730  1.059  0.000
C  -2.779  -4.991  1.730  0.000
C  -1.742  -4.067  1.721  -0.001
C  -1.883  -2.861  1.052  -0.006
P  -0.515  -1.644  1.004  -0.016
C  -0.245  -1.102  2.712  0.002
C  0.461  -1.889  3.621  0.000
C  0.666  -1.438  4.916  0.000
C  0.169  -0.201  5.308  0.000
C  -0.536  0.585  4.408  0.000
C  -0.743  0.138  3.111  0.002
C  0.924  -2.665  0.552  -0.001
C  0.765  -3.818  -0.218  -0.002
C  1.872  -4.552  -0.620  0.000
C  3.146  -4.142  -0.257  -0.002
C  3.313  -2.986  0.494  0.000
C  2.211  -2.239  0.884  -0.002
H  -5.059  -3.281  -0.114  0.000
H  -4.762  -5.460  1.066  0.000
H  -2.658  -5.922  2.268  0.000
H  -0.815  -4.300  2.232  0.000
H  0.880  -2.839  3.313  0.000
H  1.215  -2.051  5.619  0.000
H  0.339  0.151  6.318  0.000
H  -0.920  1.550  4.712  0.000
H  -1.300  0.750  2.413  0.001
H  -0.222  -4.151  -0.511  0.000
H  1.736  -5.449  -1.211  0.000
H  4.009  -4.722  -0.559  0.000
H  4.305  -2.658  0.775  0.000
H  2.358  -1.337  1.469  0.000
C  -3.650  3.248  0.980  0.001
C  -3.043  2.441  -0.126  0.004
N  -3.854  2.065  -1.131  0.001
O  -1.842  2.144  -0.107  0.024
H  -4.511  3.826  0.649  0.000
H  -2.895  3.904  1.403  0.000
H  -3.972  2.548  1.755  0.000
H  -4.850  2.096  -0.985  0.000
H  -3.531  1.326  -1.740  0.000
O  0.899  0.657  -0.101  -0.037
C  2.062  1.404  -0.518  0.008
C  2.924  0.452  -1.320  -0.002
C  2.542  -0.236  -2.437  0.001
C  3.552  -1.103  -2.929  0.000
C  4.684  -1.044  -2.173  -0.001
S  4.527  0.046  -0.874  0.000
C  1.664  2.622  -1.333  0.002
C  0.808  3.600  -0.929  0.000
C  0.650  4.626  -1.900  0.000
C  1.418  4.410  -3.007  0.000
S  2.309  2.957  -2.886  0.002
C  2.747  1.875  0.753  -0.002
C  2.427  1.546  2.033  0.000
C  3.255  2.199  2.994  0.000
C  4.175  3.013  2.413  0.000
S  4.046  3.002  0.708  0.000
H  1.561  -0.140  -2.886  0.001
H  3.445  -1.727  -3.806  0.000
H  5.613  -1.574  -2.321  0.000
H  0.308  3.585  0.030  0.000
H  0.020  5.496  -1.769  0.000
H  1.531  5.040  -3.877  0.000
H  1.623  0.875  2.288  0.000
H  3.162  2.064  4.063  0.000
H  4.930  3.619  2.889  0.000
C  -2.355  2.444  -5.212  0.001
C  -0.899  2.336  -4.741  0.003
C  -0.794  1.682  -3.434  0.022
N  -0.727  1.172  -2.415  0.008
H  -2.376  2.896  -6.201  0.000
H  -2.936  3.068  -4.534  0.000
H  -2.821  1.461  -5.275  0.000
H  -0.434  3.316  -4.642  0.001
H  -0.296  1.756  -5.441  0.001


A structure of composition C36H33IrN7S4Si. Source: OMol25; level of theory: wB97M-V/def2-TZVPD.

As for the charge: +2. As for the max |F|: 0.0055 Eh/bohr. The frontier orbital gap (spin up / spin down) comes out at 5.68 / 5.15 eV. The spin multiplicity is 6. The expectation value of S² is 8.83. Its calculated total energy is -3761.04332 a.u. The relative energy (zero: lowest compared OMol25 entry of this formula, charge and spin) is 0.0 kcal/mol. For the molar mass, the calculation gives 912.3 g/mol.

Each line ends with the Löwdin spin population.
Positions of all 82 atoms, in Å:
Ir  -0.580  -0.701  -0.316  1.359
S  -0.474  0.446  5.379  0.000
C  -1.020  0.832  6.949  -0.003
C  -2.032  1.742  6.926  0.000
C  -2.376  2.133  5.607  -0.002
C  -1.618  1.513  4.654  0.000
C  -1.692  1.668  3.201  0.000
C  -1.208  0.646  2.369  0.029
N  -1.219  0.725  1.048  0.039
C  -1.760  1.824  0.458  0.017
C  -2.282  2.886  1.196  0.000
C  -2.826  4.012  0.480  0.002
C  -2.831  4.044  -0.870  -0.004
C  -2.296  2.953  -1.645  0.002
C  -2.243  2.926  -3.046  -0.002
C  -1.707  1.837  -3.708  0.002
C  -1.224  0.768  -2.926  0.001
N  -1.258  0.778  -1.607  0.002
C  -1.777  1.856  -0.965  0.001
C  -1.636  1.765  -5.166  0.000
C  -2.392  2.458  -6.072  0.001
C  -2.063  2.150  -7.415  0.000
C  -1.062  1.230  -7.502  0.001
S  -0.521  0.724  -5.967  0.001
C  -2.222  2.793  2.593  0.027
H  -0.562  0.369  7.808  0.000
H  -2.519  2.113  7.814  0.000
H  -3.175  2.825  5.383  0.000
H  -0.808  -0.264  2.792  0.001
H  -3.237  4.835  1.048  0.000
H  -3.245  4.895  -1.395  0.000
H  -2.613  3.775  -3.608  0.000
H  -0.810  -0.117  -3.391  0.000
H  -3.178  3.147  -5.796  0.000
H  -2.549  2.585  -8.274  0.000
H  -0.615  0.818  -8.392  0.000
H  -2.593  3.613  3.194  0.001
C  2.896  1.536  1.982  0.000
C  2.555  0.090  2.172  0.022
C  3.308  -0.703  3.074  0.185
C  3.005  -2.041  3.224  -0.008
C  1.926  -2.565  2.530  0.173
C  1.192  -1.712  1.678  0.018
N  1.567  -0.413  1.472  0.109
N  0.061  -2.071  1.048  0.407
Si  -0.961  -3.521  1.543  0.033
C  -2.664  -3.318  0.844  0.010
C  -0.132  -5.047  0.897  0.011
C  -1.075  -3.414  3.400  0.011
H  3.867  1.634  1.493  0.000
H  2.964  2.045  2.944  0.000
H  2.142  2.025  1.369  0.000
H  4.121  -0.250  3.625  0.009
H  3.590  -2.667  3.885  -0.004
H  1.651  -3.607  2.620  0.007
H  -2.725  -3.581  -0.211  0.000
H  -3.070  -2.312  0.974  0.005
H  -3.314  -4.000  1.400  0.001
H  0.136  -4.925  -0.155  0.000
H  -0.852  -5.868  0.952  0.001
H  0.759  -5.353  1.446  0.000
H  -1.592  -2.499  3.701  0.000
H  -0.118  -3.450  3.918  0.002
H  -1.680  -4.248  3.765  0.001
S  -1.801  -3.226  -4.019  0.193
C  -1.375  -2.557  -2.661  0.048
N  -1.049  -2.070  -1.623  0.110
N  5.694  0.799  -3.644  0.207
C  5.172  -0.393  -3.219  0.339
S  6.174  -1.768  -3.519  0.925
C  3.912  -0.471  -2.602  0.101
C  3.263  -1.710  -2.357  0.109
C  2.031  -1.732  -1.767  0.036
N  1.380  -0.614  -1.386  0.298
C  1.984  0.574  -1.595  0.031
C  3.211  0.695  -2.186  0.090
H  6.662  0.829  -3.926  0.009
H  5.087  1.456  -4.110  0.010
H  3.716  -2.643  -2.665  0.018
H  1.515  -2.667  -1.592  0.001
H  1.444  1.452  -1.262  0.002
H  3.647  1.678  -2.298  0.007


A structure of composition C36H34BrN5O4V. Source: OMol25; level of theory: wB97M-V/def2-TZVPD.

As for the max |F|: 0.0025 Eh/bohr. The frontier orbital gap (spin up / spin down) comes out at 6.68 / 7.98 eV. The spin multiplicity is 4. The expectation value of S² is 3.76. Its calculated total energy is -5485.11739 a.u. The relative energy (zero: lowest compared OMol25 entry of this formula, charge and spin) is 0.0 kcal/mol. For the molar mass, the calculation gives 731.5 g/mol.

Each line ends with the Löwdin spin population.
Positions of all 81 atoms, in Å:
V  -1.842  -0.625  1.344  2.755
C  4.638  -0.305  0.245  0.000
C  4.196  -0.789  -1.108  0.001
C  5.107  -1.313  -2.017  0.000
C  4.711  -1.746  -3.274  0.001
C  3.383  -1.629  -3.652  0.000
C  2.460  -1.092  -2.769  0.001
C  2.855  -0.702  -1.494  0.000
N  1.921  -0.160  -0.582  0.005
C  0.638  -0.583  -0.339  0.015
N  0.331  -1.831  -0.729  0.011
C  -0.954  -2.441  -0.934  0.016
C  -2.079  -2.008  -0.228  -0.003
C  -3.273  -2.679  -0.529  0.019
C  -3.339  -3.734  -1.426  -0.002
C  -2.185  -4.146  -2.075  0.020
C  -0.975  -3.503  -1.851  -0.002
C  0.255  -3.953  -2.596  -0.001
N  -0.200  0.198  0.297  0.016
C  0.058  1.595  0.321  0.004
C  0.074  2.312  -0.875  0.002
C  0.251  3.686  -0.886  0.000
C  0.425  4.366  0.310  0.001
C  0.405  3.655  1.503  0.000
C  0.202  2.277  1.539  0.003
C  0.105  1.556  2.853  0.007
H  5.674  -0.581  0.434  0.000
H  4.016  -0.724  1.037  0.000
H  4.572  0.784  0.321  0.000
H  6.148  -1.390  -1.726  0.000
H  5.439  -2.161  -3.958  0.000
H  3.064  -1.941  -4.638  0.000
H  1.425  -0.969  -3.063  0.000
H  2.217  0.630  -0.032  0.000
H  1.128  -2.402  -0.970  0.000
H  -4.188  -2.388  -0.017  0.002
H  -4.277  -4.243  -1.611  -0.001
H  -2.218  -4.974  -2.774  0.001
H  0.024  -4.821  -3.212  0.000
H  1.069  -4.241  -1.924  0.000
H  0.641  -3.172  -3.255  0.000
H  -0.071  1.771  -1.804  0.000
H  0.253  4.222  -1.826  0.000
H  0.565  5.439  0.320  0.000
H  0.551  4.181  2.442  0.000
H  0.472  2.175  3.672  0.001
H  0.662  0.622  2.869  0.001
H  -0.934  1.301  3.095  0.004
O  -2.039  7.197  1.446  0.000
C  -2.594  6.295  2.371  0.000
N  -2.687  4.943  1.861  0.000
C  -3.529  4.718  0.815  -0.001
O  -4.278  5.577  0.380  -0.001
C  -3.494  3.347  0.215  -0.001
C  -3.928  3.180  -1.093  0.013
C  -3.889  1.916  -1.650  0.000
C  -3.426  0.858  -0.883  0.017
N  -3.024  1.005  0.384  0.030
C  -3.062  2.232  0.915  0.019
H  -2.699  7.317  0.751  0.000
H  -3.596  6.606  2.668  0.000
H  -1.943  6.285  3.241  0.000
H  -1.846  4.384  1.884  0.000
H  -4.286  4.040  -1.642  0.001
H  -4.209  1.737  -2.667  0.000
H  -3.362  -0.146  -1.282  0.002
H  -2.745  2.322  1.948  0.003
Br  -1.513  -4.588  2.275  0.001
C  0.234  -4.015  1.828  0.001
C  0.951  -4.812  0.945  0.000
C  2.257  -4.482  0.618  0.000
C  2.858  -3.371  1.197  0.000
C  2.136  -2.596  2.089  0.001
C  0.809  -2.886  2.400  0.002
C  0.105  -1.908  3.323  0.009
O  0.694  -1.506  4.311  0.004
O  -1.058  -1.511  2.928  0.023
H  0.480  -5.687  0.519  0.000
H  2.811  -5.107  -0.072  0.000
H  3.886  -3.125  0.964  0.000
H  2.586  -1.744  2.585  0.000


> Among the records above, which one has the highest calculated total energy?

C36H33IrN7S4Si